Here is a cluster of 6 separate species, H12O6 in total from the Open Molecules 2025 dataset. Energies are from the ωB97M-V functional and the def2-TZVPD basis.

Values from the calculation:
- F_max (eV/A) = 0.304
- total energy (eV) = -12479.2638
- net charge = 0
- structure (SMILES) = O.O.O.O.O.O
- HOMO level (eV) = -11.38
- energy relative to the best compared isomer or geometry (same formula, charge and spin) (kcal/mol) = 42.7

Element x y z (Å)
O: 1.591 -0.177 0.618
O: 0.336 -4.406 2.490
O: -5.059 -1.892 4.445
O: 0.619 4.165 -1.843
O: 6.788 1.140 -4.450
O: -3.455 0.333 -0.377
H: -3.664 1.246 -0.573
H: 0.589 -3.659 1.947
H: -3.310 -0.069 -1.233
H: -0.323 -4.867 1.971
H: -5.817 -2.395 4.146
H: 5.928 0.764 -4.266
H: -0.199 4.288 -1.360
H: 2.085 0.532 0.208
H: -4.625 -1.612 3.639
H: 0.675 0.084 0.527
H: 7.068 1.519 -3.617
H: 0.772 5.007 -2.272